# 1
Below is C3H6N2O2 as an isolated structure at a distorted geometry, with properties calculated with ωB97M-V with the def2-TZVPD basis set.

Summary:
**F_max**: 3.51 eV/Å
**DFT total energy**: -10278.88921 eV
**Relative energy (zero: lowest compared OMol25 entry of this formula, charge and spin)**: 5.908 eV
**HOMO-LUMO gap**: 8.36 eV

Geometry as ORCA input:
```
! wB97M-V def2-TZVPD RIJCOSX def2/J DEFGRID3
* xyz 0 1
C 0.0688 -1.0636 -0.2314
C 2.9556 0.5651 0.2992
C -2.1108 0.1748 -0.4677
N 2.4799 -0.4040 -0.1832
N -0.7842 -0.1406 0.1013
O -0.5579 0.6278 1.2288
O 3.5229 1.5582 0.6311
H 0.0722 -1.5976 -1.1572
H -2.4839 0.9379 0.1923
H -2.7205 -0.7959 -0.5347
H -2.1111 0.4797 -1.5449
H 0.4239 0.5207 1.6319
H 1.2450 -0.8623 0.0346
*
```

Results of the natural (NBO) charge analysis, in e, for atoms 1 through 5: C -0.07; C 0.72; C -0.44; N -0.81; N 0.00

=====

# 2
Below is a 2-piece molecular cluster, C3H6N2O2 overall at a distorted geometry, with properties calculated with ωB97M-V with the def2-TZVPD basis set.

Summary:
**F_max**: 4.89 eV/Å
**Structure (SMILES)**: CN=C=O.CN=O
**DFT total energy**: -10279.20678 eV
**Relative energy (zero: lowest compared OMol25 entry of this formula, charge and spin)**: 5.591 eV
**HOMO-LUMO gap**: 8.95 eV

Geometry as ORCA input:
```
! wB97M-V def2-TZVPD RIJCOSX def2/J DEFGRID3
* xyz 0 1
C -2.0479 -0.0525 -0.6686
C 2.2407 0.9969 -0.2317
C -1.2995 -1.5293 0.8113
N 0.6769 0.8655 -0.1248
N -2.3427 -0.8833 0.1765
O -2.3558 0.8509 -1.3458
O 0.1483 1.7328 -0.8479
H 2.4595 2.0162 0.0736
H 2.7482 0.2944 0.4085
H 2.6475 0.7014 -1.2048
H -0.4471 -1.4654 0.1459
H -1.0486 -0.9695 1.6404
H -1.3795 -2.5579 1.1674
*
```

Results of the natural (NBO) charge analysis, in e, for atoms 1 through 5: C 0.83; C -0.52; C -0.41; N 0.13; N -0.53

=====

# 3
Below is one molecule with the formula C3H6N2O2 at a distorted geometry, with properties calculated with ωB97M-V with the def2-TZVPD basis set.

Summary:
**F_max**: 2.64 eV/Å
**Structure (SMILES)**: C/N=C\N(O)C=O
**DFT total energy**: -10280.64498 eV
**Relative energy (zero: lowest compared OMol25 entry of this formula, charge and spin)**: 4.152 eV
**HOMO-LUMO gap**: 10.17 eV

Geometry as ORCA input:
```
! wB97M-V def2-TZVPD RIJCOSX def2/J DEFGRID3
* xyz 0 1
C -2.0519 -0.1103 0.1635
C 0.1275 -0.9677 -0.3219
C 2.3342 0.1041 -0.0464
H -3.0849 -0.6355 -0.0264
H -2.0708 0.8866 -0.3610
H -1.9206 0.0826 1.3229
H 0.7097 -1.8883 -0.4439
H 0.2250 1.7801 0.5215
H 2.6373 1.1364 -0.2299
N -1.1367 -1.1149 -0.2857
N 0.9138 0.1879 -0.0623
O 0.3685 1.4452 -0.3338
O 2.9491 -0.9064 0.1034
*
```

Results of the natural (NBO) charge analysis, in e, for atoms 1 through 5: C -0.47; C 0.25; C 0.53; H 0.21; H 0.21

=====

# 4
Below is one molecule with the formula C3H6N2O2, with properties calculated with ωB97M-V with the def2-TZVPD basis set.

Summary:
**F_max**: 0.43 eV/Å
**Structure (SMILES)**: [H]/N=C/O/C=C(\N)O
**DFT total energy**: -10280.83609 eV
**Relative energy (zero: lowest compared OMol25 entry of this formula, charge and spin)**: 3.961 eV
**HOMO-LUMO gap**: 9.23 eV

Geometry as ORCA input:
```
! wB97M-V def2-TZVPD RIJCOSX def2/J DEFGRID3
* xyz 0 1
N -0.2221 -0.8676 1.4305
C 0.6764 0.0562 1.1389
O 1.6004 0.4297 1.9642
C 0.8596 0.8790 -0.0548
O -0.2661 1.2867 -0.8435
C -0.9674 0.3848 -1.5180
N -0.9018 -0.8752 -1.3346
H -0.2415 -1.2938 2.3477
H -0.7242 -1.2656 0.6381
H 1.6138 0.4277 -0.7092
H 1.7274 1.3018 1.1644
H -1.6320 0.8815 -2.2357
H -1.5223 -1.3452 -1.9879
*
```

Results of the natural (NBO) charge analysis, in e, for atoms 1 through 5: N -0.77; C 0.61; O -0.66; C -0.37; O -0.49

=====

# 5
Below is C3H6N2O2 as an isolated structure at a distorted geometry, with properties calculated with ωB97M-V with the def2-TZVPD basis set.

Summary:
**F_max**: 4.98 eV/Å
**DFT total energy**: -10278.96876 eV
**Relative energy (zero: lowest compared OMol25 entry of this formula, charge and spin)**: 5.829 eV
**HOMO-LUMO gap**: 8.30 eV

Geometry as ORCA input:
```
! wB97M-V def2-TZVPD RIJCOSX def2/J DEFGRID3
* xyz 0 1
C -1.6368 -0.6163 -0.2729
C -0.3375 -1.1734 0.2511
C 0.7068 -0.3596 -0.3723
N 0.2828 1.0096 -0.6248
N -1.1181 1.2426 -0.6183
O -2.7459 -0.9436 -0.2690
O -1.5559 1.7931 0.5597
H -0.3513 -1.1597 1.3454
H -0.2403 -2.2057 -0.0497
H 1.5603 -0.2368 0.2624
H 0.9648 -0.8229 -1.2898
H 0.7860 1.6918 -0.0276
H -2.5166 1.5383 0.6941
*
```

Results of the natural (NBO) charge analysis, in e, for atoms 1 through 5: C 0.72; C -0.57; C -0.23; N -0.49; N -0.08

=====

# 6
Below is one molecule with the formula C3H6N2O2 at a distorted geometry, with properties calculated with ωB97M-V with the def2-TZVPD basis set.

Summary:
**F_max**: 2.11 eV/Å
**Structure (SMILES)**: [H]/N=N/[C@]1(OC)CO1
**DFT total energy**: -10280.22808 eV
**Relative energy (zero: lowest compared OMol25 entry of this formula, charge and spin)**: 4.569 eV
**HOMO-LUMO gap**: 10.06 eV

Geometry as ORCA input:
```
! wB97M-V def2-TZVPD RIJCOSX def2/J DEFGRID3
* xyz 0 1
C -0.1043 -1.8820 -0.6592
C -0.1512 -0.5128 -0.1297
C 1.3010 1.2568 0.3692
N -1.7836 1.1275 0.0666
N -1.5726 -0.0688 0.2860
O 0.3354 -1.5502 0.6323
O 0.6779 0.4419 -0.6159
H -1.0105 -2.4704 -0.6986
H 0.6722 -2.1100 -1.3783
H 0.5614 1.7111 1.0247
H 1.8206 2.0295 -0.1858
H 2.0072 0.6705 0.9603
H -2.7534 1.3568 0.3284
*
```

Results of the natural (NBO) charge analysis, in e, for atoms 1 through 5: C -0.11; C 0.53; C -0.26; N -0.32; N -0.14

=====

# 7
Below is one molecule with the formula C3H6N2O2 at a distorted geometry, with properties calculated with ωB97M-V with the def2-TZVPD basis set.

Summary:
**F_max**: 1.62 eV/Å
**Structure (SMILES)**: [H]/N=C/OCC(N)=O
**DFT total energy**: -10282.21302 eV
**Relative energy (zero: lowest compared OMol25 entry of this formula, charge and spin)**: 2.584 eV
**HOMO-LUMO gap**: 10.65 eV

Geometry as ORCA input:
```
! wB97M-V def2-TZVPD RIJCOSX def2/J DEFGRID3
* xyz 0 1
N 0.8527 0.3044 -1.6208
C 1.0244 -0.3986 -0.4548
O 1.7235 -1.3974 -0.4217
C 0.8218 0.1424 0.9847
O -0.5421 0.4055 1.7149
C -1.5946 0.1077 0.9520
N -1.4678 0.1678 -0.3033
H 1.2745 -0.1321 -2.4324
H 0.0284 0.8673 -1.7666
H 1.5794 0.9514 1.0440
H 1.0933 -0.6448 1.6576
H -2.5240 -0.2091 1.4563
H -2.2695 -0.1643 -0.8098
*
```

Results of the natural (NBO) charge analysis, in e, for atoms 1 through 5: N -0.83; C 0.66; O -0.60; C -0.16; O -0.50

=====

# 8
Below is a 2-piece molecular cluster, C3H6N2O2 overall at a distorted geometry, with properties calculated with ωB97M-V with the def2-TZVPD basis set.

Summary:
**F_max**: 6.08 eV/Å
**Structure (SMILES)**: CC(=O)CO.N#N
**DFT total energy**: -10282.48395 eV
**Relative energy (zero: lowest compared OMol25 entry of this formula, charge and spin)**: 2.314 eV
**HOMO-LUMO gap**: 9.52 eV

Geometry as ORCA input:
```
! wB97M-V def2-TZVPD RIJCOSX def2/J DEFGRID3
* xyz 0 1
C -0.1195 0.3316 -1.2236
C 1.1947 0.1353 1.1070
C 0.0515 -0.4805 0.3653
O -0.8372 -0.4978 -2.0648
N -1.6082 0.4884 1.4106
N -2.4110 0.4736 0.6266
O -0.2522 -1.6420 0.3053
H -0.8679 -1.3778 -1.6513
H 0.9328 0.4046 -1.5300
H -0.5309 1.3410 -1.2054
H 1.2844 -0.3461 2.0811
H 2.1219 -0.0350 0.5606
H 1.0417 1.2047 1.2187
*
```

Results of the natural (NBO) charge analysis, in e, for atoms 1 through 5: C -0.14; C -0.73; C 0.56; O -0.72; N -0.01